(1)
Formula: C29H55As3CaClN6O4PS
Source: the Open Molecules 2025 dataset
Level of theory: wB97M-V/def2-TZVPD

Each line ends with the Löwdin charge.
CARTESIAN COORDINATES (ANGSTROEM)
As (-1.84139, -6.43307, 2.25184)  1.1219
H (0.80779, -4.55927, 1.17712)  0.0668
H (3.47252, -0.45531, -2.53466)  0.1055
H (-3.24906, -3.49268, 0.66649)  0.0765
C (-2.37860, -5.12918, 3.61999)  -0.3610
N (2.51771, 2.13317, -1.26789)  -0.3220
C (-1.12424, 2.44361, -3.65808)  -0.0265
C (0.17816, 0.67579, -2.70631)  -0.3077
N (0.25325, -0.22880, -1.97887)  0.1272
As (1.30098, -2.15087, 0.89814)  1.0730
N (-2.32526, 3.36050, 2.81275)  -0.0823
C (-1.13679, -3.90400, 0.48791)  -0.6677
H (-2.78366, 2.46468, -0.35143)  0.0731
H (-1.62417, 2.14362, -4.58378)  0.0910
C (-0.89611, -3.62547, -0.99603)  -0.0939
H (1.98198, 3.96928, -2.14835)  0.1040
H (-4.48224, 6.00024, 0.82480)  0.0844
C (1.28470, 2.04217, -4.31359)  -0.0267
H (-1.79301, -3.84740, -1.58013)  0.0865
C (2.37078, -2.23558, 2.52887)  -0.3073
Cl (-0.21099, 0.85915, 2.66105)  -0.2214
As (-2.46504, -1.12351, 0.68962)  1.0982
H (1.25252, 1.48022, -5.25076)  0.0909
H (-0.09177, -3.63996, 2.36295)  0.0583
C (-3.67056, 5.60833, 1.44223)  -0.3331
H (3.24179, -1.59209, 2.41515)  0.0226
O (0.77827, 4.95779, 0.20313)  -0.0131
H (-4.20249, 3.46784, -0.66660)  0.0877
H (7.48620, 0.22235, -5.73368)  0.0835
C (-3.43353, 3.23380, 0.07533)  -0.3270
C (6.59738, 0.03300, -3.78278)  -0.2761
H (2.17300, -3.11825, -1.28885)  0.0120
H (-1.70356, 2.94529, 3.51173)  0.1227
H (-1.65594, -4.32632, 3.76030)  0.0088
C (-3.11073, 2.20404, 2.19578)  -0.2042
H (-3.67536, -0.99487, 2.91523)  0.0232
H (4.98228, -1.28406, -4.29372)  0.1115
H (1.26285, 3.10845, -4.53534)  0.0900
O (-0.01009, 2.92649, -0.30256)  -0.2640
H (-3.35387, -4.70691, 3.38251)  0.0119
H (3.47014, -2.33502, -0.36647)  0.0109
H (0.00845, -7.39437, 3.67739)  0.0101
C (4.89606, 0.96807, -1.78342)  -0.2769
H (-2.81562, -1.40003, -1.82245)  0.0010
P (-2.41544, 4.74752, 0.38039)  1.0640
H (-0.62346, -2.58457, -1.19496)  0.0237
C (0.01261, -6.67241, 2.86164)  -0.3560
Ca (1.08260, 0.90812, 0.21771)  1.0094
H (2.69257, -3.25949, 2.72416)  0.0258
H (-4.26378, -1.94801, -0.94382)  0.0225
H (-2.46735, -5.68801, 4.55230)  0.0139
C (7.50346, -0.45393, -4.87597)  -0.0542
H (8.00542, 1.44457, -2.99763)  0.1146
H (-4.70143, -1.81665, 1.72234)  0.0272
S (3.80352, 1.60771, -0.54920)  0.5397
H (2.18990, 1.81476, -3.75226)  0.0705
C (0.87258, 3.85308, -0.33899)  -0.6772
C (2.60403, -2.99249, -0.29717)  -0.3029
C (-1.55084, -5.39133, 0.58623)  -0.3923
H (-0.08791, -4.25252, -1.38092)  0.0830
H (0.60315, -7.08576, 2.04369)  0.0160
H (-0.92734, 4.86028, 2.33325)  0.1062
H (8.53719, -0.51662, -4.53427)  0.0785
O (3.37109, 0.40877, 0.21270)  -0.4909
H (-3.19207, 6.47587, 1.90586)  0.0875
H (7.20500, -1.44055, -5.22997)  0.0743
H (0.47071, -5.74490, 3.20081)  0.0058
C (-2.30600, -3.06843, 1.03012)  -0.3674
H (6.49124, 2.27771, -1.22551)  0.1108
N (-4.08023, 2.68386, 1.27362)  -0.1471
C (4.46400, -0.02975, -2.64374)  -0.0687
H (-2.47277, -5.53047, 0.01442)  0.0564
H (-2.72652, 5.14282, 3.86219)  0.1393
C (-1.45462, 4.06605, 1.80540)  -0.2842
C (7.00795, 1.02957, -2.90595)  -0.0358
C (2.16478, 3.55769, -1.14732)  -0.1835
N (0.13195, 1.74198, -3.46411)  -0.1800
N (-4.27067, 4.77642, 2.50262)  -0.1507
H (-2.33998, -3.14428, 2.11855)  0.0358
C (6.16698, 1.50442, -1.90750)  -0.0435
H (-5.50883, 3.11015, 2.72051)  0.1327
H (2.91099, -3.96500, 0.09208)  0.0254
H (-3.79726, 3.76552, 4.25753)  0.1389
C (0.14751, -3.69336, 1.29740)  -0.3567
H (-3.57577, 1.69296, 3.04098)  0.1321
C (-4.97235, 3.63152, 1.92395)  -0.1754
C (-3.30908, 4.31800, 3.45291)  -0.1271
H (-0.73553, 3.33544, 1.45735)  0.0191
H (-4.54898, -0.04480, 1.70248)  0.0011
H (-0.92064, 3.51447, -3.68210)  0.0952
H (-0.79369, -6.00042, 0.07751)  0.0652
H (-1.77645, 2.24254, -2.81057)  0.0812
H (1.76085, -1.86144, 3.35014)  0.0129
H (2.97788, 4.12887, -0.70030)  0.1031
O (4.54524, 2.58379, 0.21383)  -0.3021
H (-2.36173, 1.56274, 1.73754)  0.0054
C (-3.48185, -1.18737, -0.98866)  -0.3345
C (-4.01890, -0.97914, 1.88091)  -0.3281
H (-5.69585, 4.00009, 1.19688)  0.1308
H (-3.94329, -0.21342, -1.16269)  0.0077
C (5.31469, -0.49303, -3.63097)  -0.0397

The calculation puts the maximum force at 1.06 eV/Å. Its molecular weight is 915.14 g/mol. The calculation puts the HOMO energy at -7.970 eV. As for the spin multiplicity: 1. The value obtained for the calculated total energy is -281699.7987 eV. For the HOMO-LUMO gap, the calculation gives 8.251 eV.

(2)
Formula: C41H61AsClF4KN4O5S2Si3
Source: the Open Molecules 2025 dataset
Level of theory: wB97M-V/def2-TZVPD

Each line ends with the Löwdin charge.
CARTESIAN COORDINATES (ANGSTROEM)
C (-3.66491, 1.87152, -4.08661)  -0.6278
H (-2.31629, 0.31254, -4.53385)  0.1411
C (2.98436, 2.46630, -1.68947)  -0.0914
S (-4.95407, -2.57276, -4.56902)  0.5552
C (-1.32566, -1.25564, 4.80840)  -0.2215
C (1.01549, -4.68445, 1.82651)  -0.0869
C (-3.93934, -0.59794, -3.48086)  -0.5501
H (-2.60401, -4.59759, 1.44257)  0.0586
C (-1.58984, 2.26804, 2.90774)  -0.2121
H (-3.32566, -3.03222, 1.83593)  0.0682
H (5.12139, -1.32077, 2.33321)  0.0383
Cl (-4.54221, 1.82559, -5.60030)  0.6850
C (-3.63785, 2.97542, -3.35454)  -0.1141
H (-0.01362, 3.37795, -3.61293)  0.1146
C (-6.12578, -1.43085, -3.91137)  -0.2284
H (-5.63639, 1.40301, -2.15625)  0.1067
C (-2.96653, 0.60578, -3.70941)  -0.2843
O (-0.79909, 1.16474, 0.13395)  -0.2799
H (5.07042, 0.75752, 4.71818)  0.0279
H (1.60028, -5.59828, 1.96345)  0.0692
C (3.99063, 0.58029, 4.78646)  -0.2249
H (3.52217, 1.46120, 5.23234)  0.0146
H (-1.66728, -1.53926, 3.80984)  0.0129
H (-1.49720, -1.84408, 0.67558)  0.0751
N (1.44579, -2.42664, -1.68923)  -0.0773
C (3.00150, 3.98810, -1.43998)  -0.1804
H (-2.78331, 3.97186, -1.57263)  0.1058
C (4.85120, -1.19085, -1.32958)  -0.2486
F (2.82077, -0.57087, -0.32383)  -0.0755
H (3.82557, -0.26655, 5.45737)  0.0112
C (1.62311, 4.67243, -1.55386)  -0.1828
H (0.43210, 4.02914, 4.83702)  0.0297
H (2.88052, 3.48668, -3.92083)  0.1080
C (-2.68724, -3.55643, 1.11769)  -0.0774
H (1.32915, -3.12969, 3.99186)  -0.0032
H (2.69299, 1.92294, -0.79239)  0.0931
H (1.50458, 2.69610, 5.30214)  0.0096
C (-5.44555, -0.38961, -3.32898)  -0.2259
F (5.43888, -0.19968, -0.60571)  0.0401
C (-0.70085, -3.48027, -1.28522)  -0.1940
H (2.04048, 3.85316, 2.62818)  0.0267
C (-6.15792, 0.60293, -2.66744)  -0.0446
H (-0.67822, -5.49556, 0.76912)  0.1065
C (4.94289, -2.97266, -2.83954)  -0.2461
Si (3.36826, 0.22470, 3.06681)  0.2327
C (4.05286, -1.42336, 2.55577)  -0.2122
H (4.05438, 1.16549, 0.90199)  0.0042
C (1.41594, -2.56536, 4.92105)  -0.2201
C (3.58940, -3.18249, -2.72905)  -0.1450
C (3.50517, -1.37575, -1.19969)  -0.1578
H (3.71293, 4.46963, -2.12124)  0.1013
C (4.08009, 1.51414, 1.93693)  -0.2029
H (-0.86823, -2.79211, 2.01503)  0.0809
C (-7.50891, -1.53983, -3.87539)  -0.0517
H (0.72236, 4.28048, -4.93153)  0.1068
H (5.12761, 1.67019, 2.22115)  0.0376
C (2.73722, -2.38421, -1.89873)  -0.2194
H (2.48224, -2.39734, 5.10429)  0.0136
H (3.55630, -1.78977, 1.65380)  0.0170
F (3.02971, -4.16383, -3.48894)  0.0460
H (1.95454, 5.71493, -3.42221)  0.1032
C (1.18921, 3.44704, 2.07011)  -0.2268
H (-1.92443, 3.27410, 2.63263)  0.0388
C (1.17588, 5.08532, -2.96715)  -0.1837
C (0.51849, 2.93628, 4.89667)  -0.2303
H (-1.29857, -2.58049, -1.47355)  0.0615
C (-1.26146, 2.20027, -0.42612)  -0.6341
H (3.97176, 2.09252, -1.98073)  0.1276
H (1.92518, 0.01987, 6.66721)  0.0117
As (1.02915, 0.05612, 2.81095)  0.8779
F (5.63063, -3.78619, -3.68490)  0.0433
Si (0.24448, 2.27897, 3.16167)  0.2765
H (0.35135, 0.81115, 6.64091)  0.0039
H (-1.86848, 1.59372, 2.09740)  0.0189
C (5.63782, -1.98142, -2.15973)  -0.0003
H (-1.58345, -2.05860, 5.50799)  0.0294
H (-1.33247, -4.33157, -1.58211)  0.1245
C (1.97471, 2.14093, -2.76632)  -0.4557
C (0.14304, -4.78023, 0.58343)  -0.2559
H (-4.17207, 3.85538, -3.69419)  0.0953
C (-1.32506, -2.86921, 1.02453)  -0.2594
H (-2.09031, 1.96254, 3.83292)  0.0185
O (1.10705, 1.30961, -2.64260)  0.0580
N (-3.67884, -1.67761, -4.29101)  -0.1267
H (1.01812, -3.17063, 5.74402)  0.0341
N (-0.35066, -3.49755, 0.13393)  -0.1884
O (-5.18992, -2.76391, -5.98296)  -0.3519
H (-1.20359, 0.26691, -2.50362)  0.0634
H (0.85259, 4.04009, -1.09744)  0.0922
H (0.51291, 4.24841, 1.76299)  0.0345
C (-8.22266, -0.53134, -3.24699)  -0.1026
H (3.92715, -2.17477, 3.34033)  0.0154
C (-2.20541, 0.66807, -2.36640)  -0.4757
C (0.56252, -3.47100, -2.17734)  -0.2201
H (1.53429, 2.97759, 1.14777)  0.0107
H (1.64353, 5.57408, -0.93621)  0.1087
H (0.73037, -5.20433, -0.23207)  0.1059
H (-8.00719, -2.38827, -4.32893)  0.1117
K (0.43412, -0.44311, -0.71900)  0.7207
S (-3.23791, -0.59619, -1.52496)  0.9071
H (0.41802, -4.54267, 2.73017)  0.0503
O (-5.02322, -3.77493, -3.76113)  -0.3478
H (0.48889, -0.85023, 7.24268)  0.0320
C (0.86005, -0.13851, 6.49489)  -0.2132
O (-1.03389, 3.38272, -0.09657)  -0.0439
C (0.88155, 3.92291, -3.91452)  -0.1732
H (6.70136, -1.83730, -2.26832)  0.1056
H (1.70193, -3.83900, 1.72946)  0.0711
H (-9.30518, -0.57463, -3.20547)  0.0880
Si (0.50749, -0.94502, 4.85806)  0.1969
H (0.24022, -3.29764, -3.21171)  0.1183
H (3.39549, 4.15056, -0.43384)  0.1002
H (0.28013, 5.70861, -2.88496)  0.1087
C (-2.15479, 1.99730, -1.65171)  -0.1501
C (-7.54319, 0.53417, -2.64700)  -0.0878
N (2.01140, 2.96597, -3.89933)  0.0592
C (-2.85173, 3.03535, -2.11296)  -0.0320
H (-1.87499, -0.35375, 5.09806)  0.0241
H (1.03190, -4.46306, -2.17341)  0.0929
H (-3.19461, -3.53743, 0.14988)  0.0674
H (-8.10483, 1.30978, -2.13978)  0.0914
H (3.55660, 2.46923, 1.99488)  -0.0028
H (-0.23781, 2.57892, 5.59776)  0.0101

The calculation puts the maximum force at 2.33 eV/Å. Its molecular weight is 1063.82 g/mol. The calculation puts the HOMO energy at -2.138 eV. As for the total charge: -2. As for the spin multiplicity: 1. The value obtained for the calculated total energy is -205569.6642 eV. For the HOMO-LUMO gap, the calculation gives 5.717 eV.

(3)
Formula: C6H18N3S
Source: the Open Molecules 2025 dataset
Level of theory: wB97M-V/def2-TZVPD

Each line ends with the Löwdin charge.
CARTESIAN COORDINATES (ANGSTROEM)
H (-0.51348, -1.94281, -0.27544)  0.1181
H (-0.91716, 2.55477, -2.17207)  0.0789
H (3.90603, -1.47392, -1.02954)  0.1282
N (1.43541, -0.17544, 0.58091)  0.1976
C (-1.99303, 2.35734, -2.03745)  -0.1642
H (-0.00884, -2.43420, 2.09784)  0.0724
C (2.06480, -1.06465, -0.18349)  -0.4286
C (-2.14247, 1.21309, -1.06146)  -0.5359
H (-2.13463, 3.29464, 1.85530)  0.0227
H (-3.18037, 0.93808, -0.90094)  0.0630
H (-2.33773, 3.33143, -1.72080)  0.0542
H (0.04038, -3.61045, -0.63441)  0.1226
N (1.54747, -2.24602, -0.48988)  0.0777
N (3.32596, -0.78505, -0.58887)  0.2020
C (0.21448, -2.72104, -0.03040)  -0.1937
H (1.22844, -3.65172, 1.76632)  0.0974
H (0.48024, -0.27678, 0.90996)  0.0338
H (-2.44472, 2.17993, -3.03133)  0.0906
H (-0.51110, -3.95543, 1.53143)  0.0866
H (3.65750, 0.13245, -0.34731)  0.1260
H (-0.41711, 3.44476, 1.33659)  0.0248
H (1.54898, 0.83250, 0.46517)  0.1208
C (0.28341, -3.21500, 1.39358)  -0.0797
H (-1.54798, 0.40878, -1.50713)  0.0541
S (-1.44128, 1.40579, 0.62182)  0.7940
C (-1.43544, 3.19895, 1.04249)  -0.3605
H (-1.62822, 3.93519, 0.26613)  0.0375
H (2.20316, -3.01556, -0.52916)  0.1597

The calculation puts the maximum force at 1.83 eV/Å. Its molecular weight is 164.30 g/mol. The calculation puts the HOMO energy at -11.716 eV. As for the total charge: +1. As for the spin multiplicity: 1. The value obtained for the calculated total energy is -21813.7750 eV. For the HOMO-LUMO gap, the calculation gives 8.936 eV.

Which formula does entry 1 have?
C29H55As3CaClN6O4PS

The highest molecular weight belongs to which entry?
C41H61AsClF4KN4O5S2Si3